Here is C26H23Co2O7Si as an isolated structure at a distorted geometry from the OMol25 dataset. Energies are from wB97M-V/def2-TZVPD.

Values from the calculation:
LUMO	0.100	hartree
electronic energy	-124797.816	eV
charge	-1
molecular weight	593.4	g/mol
HOMO energy	-3.9	eV

Last column: Mulliken charge in e.
CARTESIAN COORDINATES (ANGSTROEM)
C 0.36005 -3.61592 2.42500  -1.01
Si 0.83682 -2.49613 1.01491  0.12
C 2.55605 -2.91060 0.44638  -1.02
C -0.37969 -2.60083 -0.38758  -0.77
C 0.80220 -0.66745 1.61012  0.87
C -0.10625 -0.30875 2.53001  -1.14
O 1.58438 0.12711 0.79069  -0.01
C 2.02589 1.41293 1.09107  0.65
C 3.08078 1.82275 0.27241  -0.73
C 3.81350 2.95172 0.62377  -0.39
C 3.48939 3.65625 1.79000  -0.44
C 2.36132 3.29383 2.53049  -0.85
C 1.54823 2.23171 2.10936  -0.04
H 0.34949 -4.64916 2.04598  0.33
H 1.10121 -3.55792 3.23528  0.28
H -0.63195 -3.38152 2.83586  0.31
H 2.51546 -3.83638 -0.14562  0.31
H 2.96182 -2.10317 -0.17761  0.27
H 3.21808 -3.06792 1.30862  0.27
H -0.07946 -3.41220 -1.06716  0.46
H -1.39879 -2.79378 -0.02159  0.22
H -0.38394 -1.66248 -0.95869  0.12
H -0.01202 0.54760 3.19827  0.25
H -0.89483 -1.03580 2.76109  0.11
H 3.33546 1.20181 -0.58510  0.38
H 4.64955 3.26659 -0.00292  0.37
H 4.10946 4.49696 2.10990  0.35
H 2.08634 3.83746 3.43789  0.37
H 0.58617 2.07417 2.58712  0.34
O -2.36322 -0.77113 -2.63521  -0.47
C -2.74557 -0.18128 -1.71085  0.25
Co -3.15262 0.67400 -0.25499  0.06
C -3.25870 -0.58493 0.99197  -0.05
O -3.17298 -1.49835 1.70543  -0.47
C -1.65024 1.51514 -0.06225  0.22
O -0.58339 1.97115 -0.00948  -0.46
C -4.49061 1.97716 -0.89256  0.83
C -4.20755 2.71734 -2.13300  0.43
C -3.07583 3.55024 -2.23409  -0.10
C -2.82172 4.27516 -3.39973  -0.77
C -3.69553 4.18636 -4.48870  -0.42
C -4.85522 3.40840 -4.37934  -0.57
C -5.11028 2.67722 -3.21654  -0.44
C -5.68932 1.46160 -0.35343  0.08
C -6.77593 0.72355 -0.58885  -0.73
Co -4.70597 2.23235 0.88605  -0.05
C -3.28526 3.16176 1.44519  0.47
O -2.48818 3.85201 1.92132  -0.43
C -4.92339 1.05040 2.22079  0.15
O -5.09573 0.42551 3.17809  -0.38
C -5.87646 3.40145 1.54610  0.20
O -6.59034 4.13500 2.08610  -0.43
H -2.39792 3.60770 -1.37971  0.32
H -1.92851 4.89949 -3.44671  0.37
H -3.47740 4.72698 -5.41221  0.35
H -5.56487 3.35309 -5.20590  0.36
H -5.99894 2.04867 -3.12654  0.28
H -7.58249 0.73430 0.14179  0.17
H -6.91037 0.15909 -1.51221  0.27